(1)
ORCA calculation (ωB97M-V/def2-TZVPD) on C40H33BrN11OSTc as an isolated structure in a non-equilibrium geometry.

ORCA input file:
```
! wB97M-V def2-TZVPD RIJCOSX def2/J DEFGRID3
* xyz 3 2
Tc -0.14 -0.81 -0.58
Br 5.50 -4.79 -3.17
C 3.90 -4.14 -2.53
C 3.04 -5.00 -1.79
C 1.86 -4.53 -1.33
C 1.48 -3.16 -1.53
O 0.38 -2.76 -1.07
C 2.36 -2.29 -2.29
C 1.95 -0.98 -2.72
N 0.98 -0.28 -2.23
C 0.59 0.93 -2.91
C 1.42 1.72 -3.65
C 0.92 2.87 -4.30
C -0.39 3.21 -4.18
C -1.26 2.42 -3.39
C -2.63 2.74 -3.19
C -3.39 1.94 -2.39
C -2.80 0.83 -1.77
N -1.53 0.50 -1.94
C -0.76 1.28 -2.74
C 3.54 -2.81 -2.79
H 3.33 -6.03 -1.63
H 1.17 -5.17 -0.79
H 2.46 -0.60 -3.60
H 2.48 1.50 -3.75
H 1.60 3.47 -4.90
H -0.78 4.09 -4.68
H -3.05 3.61 -3.68
H -4.44 2.15 -2.21
H -3.38 0.17 -1.14
H 4.19 -2.19 -3.40
C -4.87 -3.70 -2.37
N -4.44 -3.49 -0.99
C -5.16 -3.84 0.15
C -4.44 -3.50 1.21
N -3.23 -2.93 0.73
C -3.28 -2.92 -0.64
S -2.21 -2.29 -1.77
C -2.21 -2.54 1.63
C -2.24 -3.18 2.88
C -1.50 -2.70 3.93
C -0.71 -1.58 3.72
C -0.63 -1.09 2.44
N -1.32 -1.57 1.37
H -5.83 -4.21 -2.35
H -4.14 -4.31 -2.90
H -4.97 -2.75 -2.88
H -6.14 -4.29 0.09
H -4.70 -3.55 2.25
H -2.87 -4.05 3.02
H -1.55 -3.18 4.90
H -0.14 -1.11 4.51
H 0.02 -0.26 2.24
C -1.67 2.75 1.57
C -1.43 1.49 1.07
N -0.35 1.20 0.31
C 0.46 2.22 -0.01
C 0.29 3.52 0.43
C -0.81 3.78 1.25
C 1.21 4.59 -0.02
C 1.74 5.54 0.75
C 1.62 5.65 2.22
C 1.77 4.57 3.08
C 1.67 4.83 4.44
N 1.43 6.04 4.91
C 1.30 7.01 4.01
N 1.40 6.88 2.68
H -2.55 2.92 2.17
H -2.12 0.68 1.26
H 1.28 2.01 -0.68
H -0.98 4.79 1.61
H 1.39 4.63 -1.09
H 2.29 6.35 0.28
H 1.99 3.58 2.71
H 1.80 4.04 5.17
H 1.10 8.01 4.38
N 3.20 -3.57 2.76
C 3.02 -2.47 1.99
C 1.81 -2.21 1.33
N 1.64 -1.12 0.59
C 2.68 -0.27 0.48
C 3.87 -0.55 1.13
N 4.05 -1.63 1.87
H 2.48 -4.25 2.90
H 4.09 -3.69 3.21
H 0.98 -2.91 1.40
H 2.58 0.60 -0.13
H 4.72 0.13 1.04
*
```

Calculated values
LUMO (alpha / beta) in eV: -9.2 / -10.5
Gap between HOMO and LUMO (alpha / beta) in hartree: 0.2197 / 0.1687
<S²>: 1.061
Max |F| in hartree/bohr: 0.0637
Energy relative to the best compared isomer or geometry (same formula, charge and spin) in kJ/mol: 94.63
HOMO energy (alpha / beta) in eV: -15.133 / -15.133

Atom charges from the Mulliken analysis, given in e for atoms 1 to 4:
1 Tc 0.4029
2 Br 0.0144
3 C -0.3440
4 C -0.4349

(2)
ORCA calculation (ωB97M-V/def2-TZVPD) on one molecule with the formula ClH2NOS2 in a non-equilibrium geometry.

ORCA input file:
```
! wB97M-V def2-TZVPD RIJCOSX def2/J DEFGRID3
* xyz 0 1
N 1.11 -0.05 -0.13
S -0.52 -0.26 0.24
O -0.69 -0.01 1.63
S -1.11 -1.84 -0.64
Cl -1.36 1.71 -0.52
H 1.17 -0.25 -1.07
H 1.39 0.70 0.48
*
```

Calculated values
LUMO in eV: -1.5
Gap between HOMO and LUMO in hartree: 0.3277
Max |F| in hartree/bohr: 0.0925
Energy relative to the best compared isomer or geometry (same formula, charge and spin) in kJ/mol: 33.40
HOMO energy in eV: -10.389

Atom charges from the natural (NBO) analysis, given in e for atoms 1 to 4:
1 N -1.0016
2 S 1.6374
3 O -0.8760
4 S -0.2899

(3)
ORCA calculation (ωB97M-V/def2-TZVPD) on one molecule with the formula C6H9N.

ORCA input file:
```
! wB97M-V def2-TZVPD RIJCOSX def2/J DEFGRID3
* xyz 0 1
C -1.74 0.50 -0.05
C -0.27 0.07 -0.09
C 0.65 0.94 0.89
C 0.68 0.28 -1.23
C 1.63 -0.72 -1.37
C 1.05 -1.70 -0.52
N -0.05 -1.33 0.17
H -2.16 0.34 0.96
H -1.80 1.57 -0.25
H -2.38 -0.02 -0.77
H 1.29 0.25 1.43
H -0.01 1.51 1.55
H 1.33 1.67 0.42
H 0.69 1.29 -1.64
H 1.42 -2.72 -0.35
H -0.60 -1.91 0.78
*
```

Calculated values
LUMO in eV: 0.3
Gap between HOMO and LUMO in hartree: 0.2795
Max |F| in hartree/bohr: 0.0114
Energy relative to the best compared isomer or geometry (same formula, charge and spin) in kJ/mol: 373.52
HOMO energy in eV: -7.258

Atom charges from the natural (NBO) analysis, given in e for atoms 1 to 4:
1 C -0.6106
2 C 0.0160
3 C -0.5733
4 C -0.1245

(4)
ORCA calculation (ωB97M-V/def2-TZVPD) on a 2-piece molecular cluster, C10H16O overall in a non-equilibrium geometry.

ORCA input file:
```
! wB97M-V def2-TZVPD RIJCOSX def2/J DEFGRID3
* xyz 1 2
C 1.07 -2.32 -1.10
C -0.13 -3.07 -1.72
C 0.65 -1.65 0.30
C 1.10 -2.13 1.62
C -0.12 -0.57 0.11
C 0.47 -1.55 2.68
C -0.72 0.01 1.29
C -0.53 -0.58 2.50
O -1.00 0.04 3.62
H 1.96 -2.87 -0.94
H 1.21 -1.54 -1.83
H -1.00 -3.06 -0.96
H 1.76 -2.97 1.56
H -0.43 -0.02 -0.77
H 0.69 -2.02 3.66
H -1.19 1.02 1.19
H -1.60 0.77 3.43
H 0.11 -4.08 -2.06
H -0.53 -2.30 -2.38
C -0.77 3.25 -1.70
C 0.33 3.91 -0.80
H -1.19 4.12 -2.22
H -0.32 2.58 -2.49
H -1.53 2.74 -1.16
H -0.17 4.55 -0.08
H 1.01 4.56 -1.52
H 0.85 3.19 -0.21
*
```

Calculated values
LUMO (alpha / beta) in eV: -4.0 / -7.9
Gap between HOMO and LUMO (alpha / beta) in hartree: 0.3833 / 0.2447
<S²>: 0.765
Max |F| in hartree/bohr: 0.1252
Energy relative to the best compared isomer or geometry (same formula, charge and spin) in kJ/mol: 205.48
HOMO energy (alpha / beta) in eV: -14.401 / -14.511

Atom charges from the natural (NBO) analysis, given in e for atoms 1 to 4:
1 C -0.4334
2 C -0.6097
3 C 0.2199
4 C -0.1580